1.
The following is a quantum chemistry calculation of an isolated molecule of C9H14Si, from OMol25.

Each line ends with the Mulliken charge.
Cartesian coordinates (Å):
C: 2.345 -1.469 -0.076  1.2396
C: -2.417 -0.349 0.805  0.5312
C: 1.353 -0.869 -0.398  -1.0383
C: -1.648 -0.175 -0.120  -0.4846
C: 3.282 -2.280 0.708  -1.0903
C: -3.661 -0.557 1.563  -1.0754
C: 0.739 2.189 1.024  -1.1312
C: -0.424 -0.376 -2.793  -1.2416
C: 0.152 2.118 -0.413  -0.5611
Si: -0.041 0.283 -1.021  0.2899
H: 3.560 -1.508 1.451  0.2628
H: 2.830 -3.259 0.991  0.2749
H: 4.072 -2.505 0.102  0.3465
H: -3.418 -1.192 2.483  0.2556
H: -3.985 0.490 1.927  0.2617
H: -4.315 -0.937 0.872  0.4053
H: 1.782 2.551 0.917  0.3165
H: 0.171 2.829 1.659  0.3066
H: 0.855 1.238 1.493  0.3497
H: -0.641 0.409 -3.532  0.3135
H: 0.512 -0.772 -3.199  0.3438
H: -1.105 -1.099 -2.717  0.4184
H: 0.831 2.582 -1.145  0.3560
H: -0.828 2.658 -0.580  0.3505

Computed properties:
Relative energy (zero: lowest compared OMol25 entry of this formula, charge and spin)   50.6 kcal/mol
Spin multiplicity   3
LUMO level (alpha / beta)   0.96 / -2.83 eV
Total energy   -17428.8659 eV

---

2.
The following is a quantum chemistry calculation of a 6-piece molecular cluster, C29H53O13P2 overall, from OMol25.

Each line ends with the Mulliken charge.
Cartesian coordinates (Å):
C: -2.601 -0.106 -1.451  -0.8323
C: -1.986 1.313 -1.108  0.7497
O: -1.119 1.788 -1.851  -0.5992
O: -2.490 1.959 0.056  -0.2735
C: -1.704 1.590 1.233  -0.1952
C: -2.632 1.291 2.527  -0.5556
C: -2.090 2.252 3.686  -0.6992
C: -2.597 1.869 5.148  -0.7894
C: -1.892 0.585 5.777  -0.4759
C: -0.511 0.924 6.547  -1.1981
P: 0.913 -0.287 6.096  -0.0730
P: 1.556 -0.512 8.194  -0.0024
C: 2.495 1.014 8.818  -0.9113
O: 2.796 -1.746 8.140  -0.4768
H: -3.191 -0.011 -2.437  0.2623
H: -3.352 -0.366 -0.645  0.2692
H: -1.837 -0.930 -1.578  0.2960
H: -1.032 2.490 1.463  0.2239
H: -1.064 0.690 0.953  0.2390
H: -3.707 1.603 2.277  0.2044
H: -2.557 0.185 2.770  0.3199
H: -0.950 2.309 3.657  0.4052
H: -2.457 3.310 3.427  0.2704
H: -2.431 2.777 5.816  0.3606
H: -3.722 1.670 5.062  0.3304
H: -1.690 -0.226 5.009  0.2848
H: -2.608 0.191 6.583  0.2838
H: -0.183 2.006 6.390  0.3565
H: -0.687 0.798 7.679  0.3810
H: 1.849 0.820 5.885  -0.0956
H: 1.931 -1.254 5.702  0.0357
H: -0.030 -1.398 6.320  0.0066
H: 0.517 -0.216 4.691  -0.1749
H: 1.967 1.469 9.723  0.2495
H: 2.700 1.796 8.020  0.2867
H: 3.523 0.678 9.210  0.2887
H: 2.437 -2.536 7.696  0.3045
O: 3.679 -1.831 0.426  -0.5922
C: 3.072 -0.982 -0.173  0.4206
O: 1.756 -0.713 0.021  -0.2974
C: 1.326 0.274 -0.928  0.2982
C: 2.586 0.991 -1.355  -0.6613
C: 3.629 -0.104 -1.263  -0.3587
H: 0.834 -0.235 -1.761  0.1131
H: 0.613 0.949 -0.457  -0.1911
H: 2.509 1.443 -2.344  0.3243
H: 2.822 1.784 -0.639  0.3400
H: 3.695 -0.683 -2.187  0.2384
H: 4.606 0.292 -0.987  0.3219
O: -5.327 0.671 -2.938  -0.6017
C: -5.471 1.861 -3.054  0.4776
O: -5.820 2.472 -4.217  -0.3843
C: -5.796 3.894 -4.033  -0.3027
C: -5.943 4.105 -2.544  -0.3933
C: -5.252 2.885 -1.972  -0.2767
H: -4.846 4.278 -4.415  0.2197
H: -6.613 4.351 -4.594  0.2390
H: -5.524 5.045 -2.201  0.3279
H: -7.003 4.089 -2.271  0.3097
H: -4.178 3.046 -1.846  0.0934
H: -5.705 2.567 -1.034  0.3038
O: -4.100 6.245 -2.988  -0.5866
C: -4.709 7.084 -3.597  0.5916
O: -6.027 7.355 -3.402  -0.3352
C: -6.461 8.326 -4.363  -0.4275
C: -5.203 9.038 -4.804  -0.4841
C: -4.157 7.946 -4.700  -0.4772
H: -6.955 7.804 -5.188  0.2619
H: -7.176 9.007 -3.898  0.2874
H: -5.283 9.477 -5.800  0.3266
H: -4.965 9.842 -4.101  0.2708
H: -4.093 7.354 -5.617  0.2343
H: -3.180 8.347 -4.433  0.3153
O: 6.978 -7.015 -1.856  -0.6478
C: 6.809 -6.202 -0.982  0.5472
O: 7.809 -5.471 -0.427  -0.3628
C: 7.282 -4.685 0.651  -0.4819
C: 5.802 -4.566 0.371  -0.3327
C: 5.496 -5.879 -0.320  -0.4182
H: 7.487 -5.203 1.593  0.2606
H: 7.774 -3.711 0.671  0.3193
H: 5.206 -4.392 1.267  0.3359
H: 5.620 -3.738 -0.319  0.1394
H: 5.254 -6.669 0.395  0.3322
H: 4.701 -5.771 -1.057  0.2399
O: 2.272 -7.365 -5.895  -0.5875
C: 3.227 -7.805 -5.310  0.4742
O: 4.152 -7.035 -4.681  -0.3274
C: 5.210 -7.869 -4.184  0.1999
C: 4.606 -9.250 -4.070  -0.5678
C: 3.601 -9.260 -5.204  -0.3524
H: 6.043 -7.836 -4.893  0.1796
H: 5.555 -7.492 -3.219  -0.0894
H: 5.346 -10.050 -4.131  0.3486
H: 4.082 -9.348 -3.114  0.2660
H: 4.052 -9.581 -6.146  0.2353
H: 2.731 -9.872 -4.967  0.2876

Computed properties:
Charge   -1
LUMO level   1.45 eV
Total energy   -76124.8217 eV

---

3.
The following is a quantum chemistry calculation of C9H18RuS5 as an isolated structure, from OMol25.

Each line ends with the Mulliken charge.
Cartesian coordinates (Å):
Ru: -0.456 -0.808 -0.201  -0.0994
C: 2.214 0.191 -1.690  -0.7777
C: 2.863 -0.517 -0.514  -0.6397
S: 1.683 -1.666 0.312  0.0667
C: 1.939 -1.293 2.096  -0.6833
C: 0.676 -0.733 2.746  -0.6645
S: -0.189 0.491 1.716  0.0320
C: 1.069 1.760 1.330  -0.5731
C: 0.842 2.229 -0.095  -0.7403
S: 0.575 0.891 -1.317  0.0314
H: 2.016 -0.488 -2.523  0.4416
H: 2.836 0.999 -2.082  0.5232
H: 3.238 0.184 0.227  0.3745
H: 3.700 -1.129 -0.852  0.5306
H: 2.782 -0.609 2.162  0.4331
H: 2.236 -2.221 2.585  0.4803
H: 0.869 -0.289 3.726  0.4724
H: -0.079 -1.507 2.907  0.4141
H: 2.061 1.352 1.501  0.2479
H: 0.919 2.586 2.026  0.5851
H: 1.650 2.869 -0.455  0.5151
H: -0.076 2.817 -0.165  0.4199
C: -2.992 1.383 -1.722  -0.9669
S: -2.521 -0.137 -0.883  0.7835
C: -4.038 -1.051 -0.584  -1.0137
H: -3.707 1.909 -1.090  0.4075
H: -3.435 1.113 -2.681  0.4231
H: -2.091 1.970 -1.874  0.3133
H: -4.398 -1.469 -1.524  0.4147
H: -4.773 -0.367 -0.160  0.4275
H: -3.802 -1.836 0.131  0.3608
S: -0.939 -3.972 -1.844  0.1349
C: -0.673 -2.651 -1.208  0.3258

Computed properties:
Relative energy (zero: lowest compared OMol25 entry of this formula, charge and spin)   0.0 kcal/mol
Charge   +3
Spin multiplicity   2
LUMO level (alpha / beta)   -12.59 / -13.10 eV
Total energy   -66353.6041 eV

---

4.
The following is a quantum chemistry calculation of a 3-piece molecular cluster, C7H14N2O4 overall, from OMol25.

Each line ends with the Mulliken charge.
Cartesian coordinates (Å):
C: 1.200 -0.485 3.628  0.8391
C: -2.711 -0.030 -2.034  -1.6896
C: -1.724 -1.915 -0.958  -1.1683
C: 4.481 0.381 -0.937  -0.8613
C: -1.225 0.387 0.018  -0.4420
C: -2.244 -0.524 -0.648  0.3009
C: 1.122 0.847 -0.110  -0.2098
N: 1.298 1.109 1.140  0.5657
N: 0.018 0.597 -0.788  -0.0315
O: 1.559 0.289 4.392  -0.3897
O: 0.846 -1.249 2.849  -0.4051
O: 2.384 1.159 1.760  -0.5675
O: 0.151 1.751 1.823  -0.4651
H: -3.373 0.897 -1.960  0.3102
H: -3.162 -0.730 -2.572  0.5881
H: -1.992 0.361 -2.622  0.4774
H: -2.483 -2.778 -0.911  0.3373
H: -1.214 -2.042 -1.979  0.2715
H: -0.938 -2.078 -0.144  0.2831
H: 4.990 -0.453 -0.607  0.3444
H: 4.354 1.013 -0.046  0.2191
H: 3.798 0.639 -1.742  0.2981
H: -1.819 1.346 0.295  0.2880
H: -0.875 -0.220 1.021  0.1703
H: -2.950 -0.672 0.239  0.3285
H: -0.119 0.142 -1.652  0.2473
H: 0.627 2.258 2.544  0.3609

Computed properties:
Relative energy (zero: lowest compared OMol25 entry of this formula, charge and spin)   72.4 kcal/mol
Spin multiplicity   3
LUMO level (alpha / beta)   0.55 / -1.30 eV
Total energy   -18647.4503 eV